Entry from the Open Molecules 2025 dataset: a molecular structure, C32H38Cl5RbSb (wB97M-V/def2-TZVPD).

Each line ends with the Mulliken charge.
Atoms and positions in Å:
Rb: -0.34147 1.60646 -0.49281  1.0671
C: 0.25396 3.03507 3.63857  -1.3195
C: 1.42040 3.02893 2.69242  0.8242
C: 2.48129 2.14415 2.85617  -0.6900
C: 3.54371 2.10584 1.95798  0.8987
C: 4.69258 1.15563 2.16310  -1.5371
C: 3.52251 2.95805 0.86043  -0.5371
C: 2.47954 3.85848 0.66779  0.8946
C: 2.46411 4.75785 -0.53923  -1.4099
C: 1.45070 3.89836 1.60365  -0.7311
H: -0.60358 2.53237 3.17851  0.1640
H: -0.05299 4.05561 3.87422  0.3849
H: 0.50102 2.52392 4.57022  0.3637
H: 2.48640 1.47906 3.71389  0.2154
H: 4.58721 0.26898 1.53503  0.1375
H: 4.74632 0.82069 3.19939  0.3693
H: 5.64225 1.62656 1.90555  0.4653
H: 4.33819 2.92957 0.14518  0.3702
H: 1.93612 5.68927 -0.33279  0.3937
H: 1.96563 4.26976 -1.38123  0.1845
H: 3.47589 4.99872 -0.86549  0.3884
H: 0.64115 4.61181 1.48075  0.2895
Cl: 3.41796 0.95736 -2.67915  -0.2486
C: 1.98198 1.07086 -3.73965  0.3980
C: 0.75218 1.20302 -3.15035  -1.6436
C: -0.29663 1.29205 -4.02291  1.3411
Cl: -1.95004 1.49038 -3.33173  -0.2705
C: -0.18808 1.24499 -5.40828  -0.3661
Cl: -1.56803 1.35554 -6.45022  -0.2038
C: 1.08583 1.10371 -5.95741  0.6568
Cl: 1.29132 1.03849 -7.67289  -0.2226
C: 2.19489 1.01683 -5.11346  -0.3642
Cl: 3.77966 0.84893 -5.79684  -0.2163
C: -2.30010 1.73153 1.50535  -1.5079
C: -3.43667 1.48857 1.09605  0.2409
C: -4.77483 1.22764 0.65146  0.5694
C: -5.19523 1.56539 -0.64073  -0.3462
C: -6.49042 1.30930 -1.06124  -0.5285
C: -7.40314 0.70561 -0.20587  -0.4051
C: -7.00010 0.35901 1.07764  -0.4921
C: -5.70576 0.61426 1.50056  -0.4031
H: -4.48510 2.03215 -1.31197  0.3891
H: -6.78832 1.58458 -2.06595  0.3772
H: -8.41420 0.50367 -0.53690  0.3680
H: -7.70029 -0.11373 1.75662  0.3601
H: -5.38935 0.34445 2.50002  0.4161
C: 1.74950 -4.79539 -1.42527  -1.5443
C: 0.44951 -4.35435 -0.76247  0.2661
C: -0.73623 -4.63038 -1.68082  -1.4765
Sb: 0.49071 -2.27571 -0.14270  0.4111
C: 2.12458 -2.53178 1.25659  0.2643
C: 3.39734 -2.22584 0.46175  -1.2660
C: 2.05915 -1.62514 2.47975  -1.5008
C: -1.35450 -2.48226 0.98949  0.3068
C: -1.43382 -1.74514 2.32143  -1.3422
C: -2.47964 -1.98567 0.07309  -1.2142
H: 1.66184 -5.82511 -1.78854  0.4305
H: 2.59624 -4.76486 -0.73836  0.3115
H: 1.99489 -4.16761 -2.28600  0.3453
H: 0.31794 -4.91145 0.17136  0.3568
H: -0.67475 -4.03685 -2.59678  0.3225
H: -1.69182 -4.40863 -1.20572  0.3185
H: -0.75288 -5.68506 -1.97581  0.4254
H: 2.12592 -3.57997 1.57206  0.4178
H: 3.39154 -1.18868 0.11432  0.1178
H: 3.51220 -2.84852 -0.42622  0.3173
H: 4.28809 -2.36545 1.08445  0.4528
H: 1.86312 -0.58452 2.20484  0.1603
H: 3.01878 -1.63738 3.00959  0.5201
H: 1.28944 -1.92611 3.18743  0.3102
H: -1.46313 -3.55743 1.16898  0.3186
H: -1.27739 -0.66912 2.21050  0.2066
H: -0.72846 -2.13220 3.05666  0.3682
H: -2.43935 -1.85693 2.74111  0.4580
H: -2.49091 -0.89301 0.04859  0.0932
H: -3.45522 -2.29730 0.45933  0.4224
H: -2.40115 -2.34188 -0.95613  0.3373

Properties
Energy relative to the best compared isomer or geometry (same formula, charge and spin) (kJ/mol): 0.0
LUMO (eV): 2.1440
F_max (eV Å⁻¹): 0.34
HOMO-LUMO gap (eV): 7.2
Energy (eV): -103604.889
HOMO level (eV): -5.008
Total charge: -1


Entry from the Open Molecules 2025 dataset: 7 unconnected molecules or ions with the total composition C30H55F12N10P2 in a non-equilibrium geometry (wB97M-V/def2-TZVPD).

Each line ends with the Mulliken charge.
Atoms and positions in Å:
C: -0.94852 -7.12243 0.76580  -1.2083
C: -0.59816 -5.67600 1.09630  -0.4978
N: 0.85372 -5.43889 0.98770  0.3902
C: 1.87409 -6.02362 1.71714  -0.4908
C: 3.03866 -5.61605 1.17365  -0.5010
N: 2.71538 -5.00513 -0.02223  0.2155
C: 1.40574 -4.85426 -0.06783  -0.5523
C: 3.63712 -4.45805 -1.01162  -0.8419
H: -0.34063 -7.85739 1.29350  0.3618
H: -0.71097 -7.25934 -0.29113  0.3505
H: -2.00166 -7.31392 0.94711  0.4035
H: -0.91035 -5.36477 2.09261  0.3523
H: -1.04066 -5.03138 0.33773  0.2940
H: 1.65390 -6.52511 2.64398  0.4607
H: 4.05126 -5.81537 1.47641  0.5200
H: 0.88641 -4.25935 -0.80515  0.6646
H: 3.17549 -3.70787 -1.64310  0.2597
H: 4.10349 -5.27656 -1.56038  0.3642
H: 4.49448 -4.03200 -0.48569  0.3598
C: -3.39374 -0.21478 -4.19012  -0.4956
C: -4.62319 0.05702 -3.35977  -0.5299
N: -4.40209 -0.05863 -1.89271  0.4758
C: -3.40541 -0.80272 -1.30473  -0.0594
C: -3.65760 -0.79690 0.02099  -1.5008
N: -4.82262 -0.07064 0.22593  0.4111
C: -5.28679 0.27926 -0.96836  -0.2698
C: -5.59979 -0.00949 1.45559  -0.8635
H: -3.01341 -1.22986 -4.09825  0.0521
H: -2.56872 0.44997 -3.91823  -0.1014
H: -3.68164 -0.07892 -5.23061  0.4585
H: -5.46899 -0.58617 -3.60044  0.3180
H: -4.98980 1.06958 -3.55104  0.5295
H: -2.74096 -1.42703 -1.88725  0.3696
H: -3.17886 -1.27432 0.85700  0.7369
H: -6.22338 0.75253 -1.21592  0.5338
H: -5.19040 0.75842 2.12054  0.2631
H: -5.44175 -0.94180 1.99400  0.3538
H: -6.64499 0.22863 1.30022  0.3540
C: -1.52775 3.19236 -3.38364  -1.3084
C: -0.72210 2.45711 -2.32315  0.5496
N: -0.96054 3.05654 -0.99296  0.5501
C: -0.35257 4.17721 -0.50709  -0.5397
C: -0.90089 4.48937 0.68602  -0.6735
N: -1.85926 3.51573 0.91577  0.1909
C: -1.80125 2.62112 -0.06381  -0.1493
C: -2.67100 3.38232 2.12407  -0.7817
H: -1.12661 4.19251 -3.54962  0.4014
H: -2.56460 3.26380 -3.05317  0.3317
H: -1.48800 2.66773 -4.33547  0.4441
H: 0.34684 2.50377 -2.50910  0.2665
H: -1.05791 1.43197 -2.17916  -0.6462
H: 0.36600 4.71622 -1.10063  0.6332
H: -0.71925 5.29561 1.37330  0.5087
H: -2.40799 1.73158 -0.16420  0.2702
H: -2.73046 2.35341 2.47302  0.2637
H: -3.67937 3.71397 1.87645  0.3281
H: -2.27300 4.00994 2.91500  0.3251
C: 1.34138 -1.71329 2.83239  -1.2939
C: 1.05441 -0.26591 2.50987  0.5290
N: 0.37348 0.35552 3.67899  0.4028
C: -0.83901 -0.04328 4.17635  -0.3831
C: -1.14045 0.80363 5.19756  -0.6002
N: -0.09036 1.67193 5.31155  0.1205
C: 0.82668 1.38361 4.38588  -0.1280
C: 0.00600 2.73863 6.30787  -0.8406
H: 1.88643 -2.21235 2.03200  0.2421
H: 0.41435 -2.26922 2.97464  0.3813
H: 1.98439 -1.89776 3.69567  0.4058
H: 0.42450 -0.17390 1.62630  -0.3165
H: 1.96146 0.31762 2.36444  -0.0627
H: -1.34728 -0.85839 3.69374  0.4979
H: -1.98148 0.85343 5.86692  0.4839
H: 1.76834 1.88674 4.25605  0.4681
H: -0.98339 2.92359 6.71536  0.3128
H: 0.33833 3.67375 5.85867  0.3682
H: 0.71137 2.49479 7.09864  0.3509
C: 2.79894 2.79591 0.06501  -0.4917
C: 3.63543 4.04964 0.28592  -1.0182
N: 4.94629 3.98229 -0.36942  0.2603
C: 5.95515 3.09315 -0.06686  -0.2887
C: 7.00266 3.38059 -0.86876  -0.5441
N: 6.62355 4.44688 -1.65864  0.0905
C: 5.37199 4.74814 -1.37166  0.0439
C: 7.45154 5.07770 -2.69951  -0.8232
H: 1.90704 2.83593 0.69745  0.0429
H: 3.32397 1.87726 0.31589  0.6075
H: 2.39010 2.73905 -0.94336  0.1727
H: 3.82833 4.18023 1.35204  0.3141
H: 3.11442 4.94685 -0.04225  0.3659
H: 5.82255 2.37833 0.72522  0.4417
H: 7.97146 2.91534 -0.91506  0.4573
H: 4.75953 5.49525 -1.84837  0.3516
H: 6.80630 5.61437 -3.39186  0.3363
H: 7.96827 4.27437 -3.21239  0.3576
H: 8.10353 5.83103 -2.26516  0.3252
P: 0.67465 -1.16471 -1.52747  1.3605
F: 0.13305 -0.40607 -2.81896  -0.3219
F: 2.12082 -1.45025 -2.20399  -0.4110
F: 1.38653 0.25464 -1.00119  -0.4900
F: 1.25176 -1.95216 -0.20910  -0.3027
F: -0.64830 -0.75206 -0.65659  -0.3125
F: 0.07020 -2.52625 -2.03734  -0.3438
P: -3.48299 -4.10651 -3.36650  1.3657
F: -4.48379 -2.82358 -3.11459  -0.3069
F: -3.10888 -3.44969 -4.79896  -0.4086
F: -2.26839 -3.25454 -2.67931  -0.5813
F: -2.46060 -5.31974 -3.63275  -0.3798
F: -3.86545 -4.68746 -1.90942  -0.3866
F: -4.68374 -4.93202 -4.01820  -0.3256

Properties
Energy relative to the best compared isomer or geometry (same formula, charge and spin) (kJ/mol): 180.6
LUMO (eV): -7.0421
F_max (eV Å⁻¹): 2.16
HOMO-LUMO gap (eV): 8.7
Energy (eV): -98080.339
HOMO level (eV): -15.730
Total charge: +3


Entry from the Open Molecules 2025 dataset: a molecular structure, C47H40Cl2FN4O7Rb (wB97M-V/def2-TZVPD).

Each line ends with the Mulliken charge.
Atoms and positions in Å:
Rb: -0.33849 0.58386 -0.59951  0.6414
N: 2.21306 -2.58353 1.22881  -0.5013
C: 2.33917 -2.64272 2.57360  -0.1833
C: 2.71201 -3.78218 3.27065  -0.6966
C: 2.87392 -3.75918 4.66586  -0.5643
C: 2.67341 -2.62282 5.40216  -0.9840
C: 2.27452 -1.43757 4.73283  1.4295
C: 2.00940 -0.22122 5.40580  -1.0185
C: 1.61044 0.87601 4.70232  -0.1738
C: 1.46338 0.76705 3.30119  -0.6867
N: 1.69266 -0.34040 2.64597  -0.2045
C: 2.10240 -1.43770 3.33373  0.5320
H: 1.93176 -3.41102 0.70962  0.2700
H: 1.68305 -1.78556 0.89908  0.3378
H: 2.87971 -4.70043 2.72089  0.4080
H: 3.16678 -4.67677 5.16570  0.3366
H: 2.79885 -2.61413 6.47852  0.3566
H: 2.12114 -0.18284 6.48495  0.3599
H: 1.38552 1.81549 5.18729  0.4161
H: 1.14126 1.62108 2.71179  0.5916
C: -2.74968 4.48474 -7.13027  -1.9596
C: -3.71879 4.42947 -5.96235  0.6688
C: -4.08822 5.83144 -5.49036  -1.0196
C: -5.18883 5.75597 -4.44557  -1.2030
C: -4.84313 4.75551 -3.37182  1.3689
C: -5.44651 4.82310 -2.13210  -0.6746
C: -5.10274 3.92111 -1.13589  -0.0421
F: -5.71472 4.04825 0.06716  -0.3898
C: -4.17504 2.93690 -1.33396  -1.2768
C: -3.56155 2.84499 -2.58605  0.4429
C: -2.57327 1.75344 -2.80479  0.3863
O: -2.53907 0.80220 -2.03647  -0.6379
C: -1.75085 1.91821 -3.98812  0.0117
C: -2.16280 2.79243 -4.93138  -0.1792
N: -3.20725 3.66982 -4.81840  0.2859
C: -3.87754 3.75694 -3.60113  -0.4952
C: -0.42886 1.18022 -4.25995  0.3150
O: -0.15091 0.99907 -5.46320  -0.8558
O: 0.25458 0.92746 -3.24584  -0.8067
H: -3.19630 5.09938 -7.91354  0.4593
H: -2.54191 3.50357 -7.55268  0.5017
H: -1.80199 4.93872 -6.83508  0.3438
H: -4.64195 3.93956 -6.30635  0.1584
H: -4.40828 6.42912 -6.34694  0.3570
H: -3.19300 6.30056 -5.07122  0.3204
H: -6.12721 5.46996 -4.93358  0.3526
H: -5.36046 6.73401 -3.99054  0.4107
H: -6.17690 5.59486 -1.91828  0.4720
H: -3.87381 2.25447 -0.54902  0.8563
H: -1.60514 2.79793 -5.85589  0.6390
Cl: -1.76316 -0.54956 2.87041  0.2750
C: -3.21816 -0.24029 3.74074  0.7013
C: -3.98553 -1.32018 4.15379  -0.8628
C: -5.14558 -1.10254 4.87694  -0.4104
C: -5.54327 0.18885 5.18404  -0.6193
C: -4.77517 1.25411 4.74577  1.0294
Cl: -5.29812 2.86561 5.13475  -0.2334
C: -3.59951 1.08030 4.01200  -1.8609
N: -2.86530 2.18007 3.54400  0.5500
C: -1.93437 2.81440 4.35952  0.9680
C: -1.85245 2.55798 5.72980  -0.3693
C: -0.95073 3.24357 6.53071  -0.7501
C: -0.09553 4.18018 5.97536  -0.8604
C: -0.16647 4.42288 4.60656  -0.4506
C: -1.07706 3.77746 3.78328  0.7095
C: -1.19241 4.16188 2.32888  -1.4248
C: -0.88213 3.01177 1.33840  0.8277
O: 0.27787 2.90298 0.91032  -0.7801
O: -1.86560 2.26849 1.04792  -0.6701
H: -3.65515 -2.31884 3.90427  0.4617
H: -5.74532 -1.94306 5.20175  0.3427
H: -6.44619 0.38111 5.74657  0.4242
H: -2.58575 2.12118 2.54373  0.2513
H: -2.50265 1.81198 6.16957  0.3921
H: -0.91050 3.02493 7.59155  0.3452
H: 0.62269 4.71027 6.58853  0.3353
H: 0.49470 5.15496 4.15611  0.3166
H: -0.50401 4.98280 2.13093  0.4602
H: -2.21449 4.49952 2.13149  0.2289
C: -3.76258 -1.74199 -5.35503  -1.5133
C: -2.80663 -2.17962 -4.27615  0.9960
C: -1.43727 -2.15476 -4.49355  -0.7607
C: -0.53085 -2.46933 -3.48385  1.1616
C: 0.94354 -2.36654 -3.76998  -1.8788
C: -1.01519 -2.79597 -2.21583  0.6730
C: -2.39119 -2.83773 -1.98195  1.0268
C: -2.93162 -3.12049 -0.60364  -1.8029
C: -3.26923 -2.54882 -3.01887  -0.7275
C: -0.05554 -2.92902 -1.03835  -0.3950
O: 0.67914 -3.93279 -0.93661  -0.8612
O: -0.10836 -1.94142 -0.25709  -0.2266
H: -3.37096 -1.97078 -6.34794  0.3876
H: -3.92455 -0.66082 -5.31153  0.1467
H: -4.73552 -2.22765 -5.24817  0.4156
H: -1.05207 -1.83078 -5.45579  0.1706
H: 1.17360 -2.80179 -4.74562  0.4122
H: 1.53224 -2.88177 -3.01278  0.3959
H: 1.22789 -1.31165 -3.79801  0.2813
H: -2.25768 -3.75314 -0.02626  0.3690
H: -3.90881 -3.60683 -0.66224  0.4898
H: -3.04831 -2.18795 -0.04525  0.1649
H: -4.33956 -2.57187 -2.82730  0.2711

Properties
Energy relative to the best compared isomer or geometry (same formula, charge and spin) (kJ/mol): 0.0
LUMO (eV): 3.6457
F_max (eV Å⁻¹): 0.70
HOMO-LUMO gap (eV): 6.4
Energy (eV): -98107.211
HOMO level (eV): -2.746
Total charge: -2